<i>
Formula: C48H128O16
Source: the OMol25 dataset
Level of theory: wB97M-V/def2-TZVPD

Geometry (Å):
C -3.69830 -1.41898 1.19764
C -3.44433 -0.10302 1.87806
C -3.20599 -0.11696 3.36250
O -2.40010 0.59474 1.19484
H -2.86572 -1.88763 0.67295
H -4.43539 -1.29437 0.40438
H -3.95714 -2.21703 1.89349
H -4.36726 0.44583 1.69085
H -2.38691 -0.80319 3.57772
H -4.14468 -0.34127 3.86909
H -2.75766 0.81472 3.70755
H -1.65406 -0.00410 1.11462
C -2.86234 2.47339 -3.70442
C -4.29766 2.76947 -3.86291
C -4.77155 2.23512 -5.21209
O -4.95220 2.07256 -2.87065
H -2.58450 2.85782 -2.72303
H -2.43240 2.92615 -4.59787
H -2.69391 1.39804 -3.76235
H -4.46441 3.83353 -3.69533
H -4.36804 2.86442 -6.00534
H -5.85693 2.14586 -5.16619
H -4.46571 1.18923 -5.18603
H -4.55024 2.42740 -2.07434
C -1.99079 4.08630 -0.03639
C -3.54862 3.90698 0.02548
C -4.35858 4.87706 -0.82319
O -3.71632 2.59758 -0.30992
H -1.61872 3.99884 -1.05718
H -1.51778 3.36498 0.62999
H -1.81702 5.09313 0.34336
H -3.89520 4.00484 1.05427
H -5.41750 4.62000 -0.84987
H -4.01663 4.92786 -1.85692
H -4.42727 5.88238 -0.40758
H -3.10986 2.00173 0.13594
C 2.86812 4.07063 8.30562
C 2.52997 2.95590 7.34076
C 1.01332 2.96789 7.04793
O 3.26940 3.08644 6.16401
H 2.63272 3.88147 9.35296
H 2.36394 5.01340 8.09330
H 3.92982 4.29919 8.21264
H 2.80351 1.98016 7.74227
H 0.39267 2.73738 7.91382
H 0.76305 2.18506 6.33195
H 0.74078 3.96646 6.70637
H 3.28958 3.97744 5.80721
C 6.78965 1.86619 3.12665
C 5.40956 2.28823 3.71667
C 4.32233 2.08272 2.60557
O 5.10264 1.54128 4.94385
H 6.95786 2.53998 2.28653
H 6.66692 0.83581 2.79296
H 7.57910 1.91932 3.87634
H 5.46036 3.31716 4.07282
H 4.11869 1.01423 2.53506
H 4.77916 2.28646 1.63712
H 3.42889 2.67750 2.79559
H 4.47304 2.09047 5.41672
C -0.95454 -2.20273 6.04890
C -0.22089 -1.37051 7.13205
C -1.26919 -0.80813 8.11138
O 0.75755 -2.08512 7.91184
H -1.06778 -3.21434 6.43865
H -0.45922 -2.21302 5.07800
H -1.90590 -1.69340 5.89518
H 0.26177 -0.51530 6.65901
H -1.59512 -1.67697 8.68320
H -2.11302 -0.30906 7.63495
H -0.74792 -0.16361 8.81916
H 0.28534 -2.79304 8.35622
C 6.62741 5.43733 -1.99027
C 5.40328 4.89997 -1.23415
C 4.99595 5.63766 0.00820
O 4.32736 4.98608 -2.07113
H 7.52770 5.42670 -1.37590
H 6.53564 6.40480 -2.48390
H 6.79532 4.81803 -2.87140
H 5.51295 3.84543 -0.98112
H 4.65693 6.63543 -0.27043
H 5.83377 5.76312 0.69405
H 4.34633 5.07095 0.67525
H 3.87728 4.14327 -1.97788
C 2.62357 -1.00981 3.78275
C 3.85152 -1.70663 4.44565
C 4.01221 -3.18144 4.11115
O 4.99622 -1.06857 4.00643
H 2.71773 -0.87268 2.70551
H 2.29792 -0.04490 4.17135
H 1.75556 -1.64816 3.94760
H 3.78977 -1.68823 5.53374
H 4.09470 -3.42246 3.05133
H 3.06095 -3.61286 4.42269
H 4.73332 -3.67909 4.75957
H 4.91230 -0.17350 4.34316
C 0.40394 0.98115 -5.80819
C 1.23602 1.24963 -7.07056
C 0.49106 1.03836 -8.40175
O 1.66739 2.59484 -7.19911
H 0.99500 1.12488 -4.90370
H -0.05422 -0.00086 -5.92576
H -0.41208 1.70243 -5.76388
H 2.05327 0.53491 -6.97375
H 0.20241 -0.01154 -8.35169
H 1.13172 1.03457 -9.28358
H -0.43154 1.58447 -8.59840
H 2.59763 2.51603 -7.42283
C -0.02623 4.61652 3.40287
C -0.41764 6.06840 3.57052
C -1.17191 6.48263 4.85101
O 0.82998 6.72195 3.62809
H -0.94140 4.03174 3.49571
H 0.61868 4.34145 4.23745
H 0.50962 4.45185 2.46807
H -0.88177 6.24896 2.60094
H -0.52900 6.16334 5.67126
H -2.13853 5.98073 4.89382
H -1.33547 7.55871 4.90943
H 0.61505 7.60137 3.30867
C -0.04805 -4.20016 2.76918
C 0.81766 -3.79571 1.63015
C 1.89754 -4.80850 1.28577
O -0.04681 -3.46604 0.49708
H -0.36622 -5.20603 2.49518
H -0.91729 -3.55604 2.90197
H 0.49067 -4.38040 3.69944
H 1.28841 -2.86708 1.95286
H 2.63441 -4.95143 2.07614
H 2.47141 -4.50908 0.40877
H 1.48921 -5.77216 0.98126
H -0.25861 -4.30879 0.08901
C -2.29941 -3.83946 -3.17096
C -1.86961 -4.58767 -1.82181
C -2.50737 -5.96911 -1.55304
O -0.56900 -4.88448 -1.94902
H -2.02779 -4.19035 -4.16656
H -2.00435 -2.79420 -3.07890
H -3.36028 -3.71421 -3.38766
H -2.09179 -4.00188 -0.92985
H -2.22845 -6.37474 -0.58054
H -2.27762 -6.60333 -2.40924
H -3.59130 -6.02896 -1.65109
H -0.39118 -5.40551 -2.73548
C 0.58436 -0.45618 -1.26902
C 1.02671 -0.42357 0.17334
C 1.32927 1.02762 0.50198
O -0.05351 -0.92926 0.91657
H -0.30082 0.16949 -1.38349
H 0.42847 -1.49570 -1.55744
H 1.34021 -0.04002 -1.93506
H 1.84032 -1.13872 0.29459
H 0.58234 1.70299 0.08478
H 2.28999 1.38702 0.13327
H 1.36921 1.13084 1.58635
H -0.13022 -1.87301 0.75834
C 2.02772 -5.43049 -3.96652
C 1.02285 -6.58908 -4.33350
C 1.04220 -7.71878 -3.21071
O -0.21636 -6.01888 -4.40055
H 2.02580 -4.52678 -4.57593
H 3.00623 -5.89259 -3.83582
H 1.77815 -4.98627 -3.00296
H 1.20284 -7.04330 -5.30787
H 0.32045 -8.49460 -3.46625
H 0.67428 -7.30448 -2.27204
H 2.02133 -8.05295 -2.86760
H -0.80848 -6.72977 -4.65669
C -5.72440 -2.42363 -4.83188
C -5.81505 -1.50141 -3.53521
C -4.42443 -1.14852 -2.95767
O -6.65060 -0.31105 -3.67611
H -5.17772 -1.94540 -5.64461
H -6.67729 -2.85767 -5.13472
H -5.18807 -3.35249 -4.63779
H -6.35444 -2.15333 -2.84807
H -3.73038 -0.97145 -3.77929
H -3.98475 -1.80369 -2.20565
H -4.49791 -0.18912 -2.44555
H -6.08325 0.46335 -3.67854
C 0.01033 -3.09062 -6.52803
C -1.33156 -3.44349 -7.19853
C -2.41053 -2.28559 -7.09289
O -1.19649 -3.57768 -8.58571
H -0.16699 -3.04915 -5.45335
H 0.43125 -2.13721 -6.84727
H 0.70349 -3.92259 -6.65234
H -1.67545 -4.40830 -6.82572
H -2.23327 -1.61894 -7.93684
H -2.27951 -1.79198 -6.12994
H -3.45866 -2.57997 -7.14669
H -0.62384 -4.29411 -8.86925

- Charge: 0
- 2S+1: 1
- LUMO: 0.26 eV



<ii>
Formula: C48H128O16
Source: the OMol25 dataset
Level of theory: wB97M-V/def2-TZVPD

Geometry (Å):
C -2.46961 -3.13129 2.27242
C -2.95260 -4.58447 2.24436
C -3.68670 -5.01139 3.51903
O -3.79240 -4.79948 1.13258
H -3.33192 -2.46334 2.19488
H -1.76774 -2.90714 1.47280
H -1.99719 -2.89453 3.23064
H -2.06729 -5.22667 2.22710
H -3.80665 -6.09084 3.59031
H -4.67769 -4.55545 3.58266
H -3.14010 -4.65979 4.39992
H -4.37489 -4.04649 0.96161
C -3.16098 4.14836 0.35161
C -3.90172 2.95948 -0.29638
C -5.39686 3.22588 -0.47999
O -3.32649 2.76400 -1.57854
H -3.49854 5.05561 -0.15030
H -2.08126 4.00668 0.29035
H -3.36964 4.31754 1.41212
H -3.81169 2.03628 0.28565
H -5.62428 3.92678 -1.28304
H -5.82785 3.58466 0.45435
H -5.87953 2.28604 -0.75685
H -2.37283 2.62071 -1.49162
C -0.96710 0.17179 -0.45020
C 0.47458 0.51624 -0.18864
C 0.78268 0.65155 1.27941
O 1.27300 -0.53058 -0.76151
H -1.13379 0.12820 -1.53178
H -1.63197 0.96834 -0.10836
H -1.27671 -0.77220 0.00166
H 0.75077 1.42530 -0.73295
H 1.75033 1.15081 1.35533
H 0.78351 -0.33871 1.74685
H 0.05756 1.18355 1.89390
H 2.17714 -0.50289 -0.40969
C 4.83013 0.22310 2.47664
C 4.72185 -0.86337 1.41872
C 4.29416 -2.21935 1.96311
O 3.79164 -0.50429 0.41270
H 3.87791 0.32622 3.00739
H 5.15287 1.18736 2.08660
H 5.52786 -0.05012 3.27357
H 5.73542 -0.92970 1.00008
H 5.03386 -2.65623 2.63556
H 4.15835 -2.91837 1.13589
H 3.33028 -2.19067 2.47550
H 3.85312 0.46017 0.27878
C 1.74334 3.58642 -2.75491
C 0.26546 3.89093 -2.89378
C -0.16214 4.27402 -4.31421
O -0.48030 2.73100 -2.45939
H 2.15484 2.86684 -3.46263
H 1.94592 3.15267 -1.77019
H 2.35112 4.49697 -2.74935
H -0.00293 4.68548 -2.19666
H -1.24452 4.40947 -4.34729
H 0.11986 3.56971 -5.09463
H 0.24167 5.25906 -4.56567
H -0.16256 2.00870 -3.02922
C -3.34766 0.74666 4.93626
C -2.48326 0.73282 3.66563
C -2.56494 2.06608 2.94546
O -1.13002 0.53762 4.05702
H -3.07808 -0.02047 5.66177
H -4.41285 0.70574 4.69510
H -3.25016 1.69793 5.46885
H -2.78820 -0.07260 2.98751
H -2.22428 2.01199 1.91094
H -2.04728 2.84876 3.50122
H -3.60237 2.40667 2.86952
H -1.10249 -0.23368 4.64578
C 2.45733 5.93309 0.90816
C 1.66785 4.89593 1.69209
C 0.37551 4.54417 0.93120
O 2.48978 3.73238 1.79730
H 2.36925 5.95620 -0.17854
H 3.52929 5.94323 1.11452
H 2.08954 6.90776 1.24823
H 1.45012 5.24336 2.70333
H -0.41162 5.26837 1.16540
H -0.04795 3.57528 1.20774
H 0.47657 4.53581 -0.15303
H 2.01218 3.10465 2.37349
C 0.80081 -3.88096 1.15354
C 1.09500 -4.01220 -0.34793
C 1.05073 -5.45854 -0.83825
O 0.20394 -3.21637 -1.12180
H 0.62865 -2.82340 1.36808
H 1.65430 -4.18341 1.76307
H -0.07325 -4.47350 1.41952
H 2.10016 -3.60847 -0.52256
H 1.91670 -5.99959 -0.45218
H 1.09358 -5.49928 -1.92592
H 0.15804 -5.97448 -0.48192
H 0.42251 -2.30370 -0.88488
C -4.20115 -0.86687 -0.61778
C -5.58394 -1.43459 -0.43259
C -6.28474 -1.84873 -1.70588
O -5.50392 -2.50725 0.51895
H -3.47723 -1.61884 -0.94358
H -3.81634 -0.41643 0.29852
H -4.18134 -0.08601 -1.38215
H -6.15720 -0.62634 0.03928
H -7.13390 -2.51465 -1.54275
H -5.63304 -2.35601 -2.42331
H -6.66764 -0.99386 -2.26937
H -6.40533 -2.66135 0.82112
C 1.03225 -2.08022 4.13564
C 0.30957 -2.66106 5.35004
C 1.09672 -2.57062 6.65801
O -0.90973 -1.92510 5.52131
H 1.17476 -1.00187 4.22316
H 0.41881 -2.18805 3.23732
H 1.97247 -2.59732 3.95000
H 0.10269 -3.71505 5.14410
H 0.50500 -2.93395 7.49939
H 1.35714 -1.53821 6.90399
H 2.04787 -3.10479 6.61520
H -1.49711 -2.47553 6.04919
C 0.29074 3.21821 6.00004
C 1.44055 2.87262 5.05731
C 2.20792 1.64299 5.53667
O 0.88803 2.58463 3.75851
H -0.25900 4.05320 5.56943
H 0.68009 3.51744 6.97824
H -0.31859 2.34312 6.22535
H 2.10728 3.72291 4.91721
H 2.86451 1.90892 6.37031
H 2.80050 1.21227 4.73193
H 1.53231 0.90113 5.96853
H 0.33816 1.78461 3.82742
C -3.30308 2.50538 -6.06763
C -4.36427 2.23391 -4.99359
C -4.15229 0.80822 -4.46159
O -4.39841 3.21647 -4.00819
H -2.28415 2.42385 -5.68826
H -3.40064 3.50215 -6.49941
H -3.43686 1.74265 -6.83822
H -5.37961 2.19788 -5.40986
H -3.94037 0.07697 -5.23947
H -4.98358 0.45325 -3.85041
H -3.24454 0.80922 -3.84434
H -3.99686 2.95090 -3.14704
C 1.86093 -1.58472 -4.42436
C 1.76979 -0.04598 -4.54591
C 1.16589 0.32744 -5.89161
O 0.88552 0.40597 -3.53893
H 2.44632 -1.86048 -3.54320
H 2.45421 -2.01971 -5.23493
H 0.86760 -2.02783 -4.44017
H 2.76081 0.39223 -4.38634
H 0.27995 -0.27574 -6.10104
H 1.78656 0.17345 -6.77392
H 0.88531 1.37952 -5.81042
H 1.02069 -0.06793 -2.70642
C -2.80297 -4.70262 -2.74392
C -1.97910 -4.00203 -3.80611
C -2.09172 -2.46894 -3.74332
O -0.61873 -4.39859 -3.67310
H -2.71988 -5.78493 -2.83187
H -3.85555 -4.43480 -2.88897
H -2.54510 -4.38280 -1.73118
H -2.38274 -4.30798 -4.77447
H -1.89512 -2.08378 -4.74390
H -1.39642 -2.06365 -3.01004
H -3.11985 -2.20017 -3.49227
H -0.37696 -4.16176 -2.76508
C 5.18107 -2.03182 -1.95595
C 4.98773 -3.53041 -1.81941
C 4.30313 -4.13959 -2.99986
O 6.28748 -4.13430 -1.74484
H 4.22954 -1.49472 -1.92309
H 5.68139 -1.78315 -2.89204
H 5.73774 -1.61061 -1.11879
H 4.42810 -3.76375 -0.90727
H 4.51450 -5.20479 -3.06692
H 4.58469 -3.65104 -3.93646
H 3.22501 -3.96130 -2.95468
H 6.67303 -4.03452 -0.87106
C 5.85378 3.41883 -0.02842
C 4.77349 2.86845 -0.94399
C 5.33635 1.88350 -1.94584
O 3.74376 2.24564 -0.18978
H 5.44991 3.88986 0.86872
H 6.44370 4.14682 -0.59126
H 6.56006 2.65119 0.29849
H 4.33407 3.69861 -1.51228
H 6.02547 2.33030 -2.66094
H 4.52757 1.48714 -2.56850
H 5.77648 1.02422 -1.43532
H 3.41194 2.88867 0.47022

- Charge: 0
- 2S+1: 1
- LUMO: 0.24 eV



The least stable of them is <i>.



<i>
Formula: C14H25CrN3O7P2S
Source: the OMol25 dataset
Level of theory: wB97M-V/def2-TZVPD

Geometry (Å):
Cr -0.11879 1.14016 -0.42028
C -4.16828 0.62441 -1.96525
C -3.25494 -0.51972 -1.52236
O -3.88383 -1.79599 -1.58340
P -2.71619 -0.24390 0.20042
O -4.08642 -0.34248 1.01341
O -1.92583 -1.52242 0.68187
O -2.00930 1.05027 0.47537
P -1.77490 -0.56190 -2.64460
O -0.95738 -1.84255 -2.01942
O -2.17717 -0.86495 -4.02535
O -1.00346 0.69397 -2.28394
H -5.05300 0.68652 -1.32946
H -4.47304 0.44379 -2.99598
H -3.63959 1.57634 -1.92034
H -4.78172 -1.71265 -1.24239
H -4.02071 0.06982 1.88655
H -1.19947 -1.77088 0.07582
H -1.18907 -2.59899 -2.57691
C 2.21344 0.72067 -2.40782
N 1.71379 1.67095 -1.39564
C 1.36485 2.94125 -2.07611
C 2.74256 1.93598 -0.35593
C 2.09660 2.51495 0.88283
C 2.82937 3.29001 1.77435
C 2.22351 3.76863 2.93021
C 0.88646 3.47361 3.17442
C 0.16555 2.70327 2.26560
C 0.74512 2.19391 1.09568
H 3.09881 1.12784 -2.90964
H 1.43306 0.54320 -3.14492
H 2.47249 -0.22383 -1.93330
H 2.23474 3.33200 -2.61419
H 1.04648 3.67531 -1.33723
H 0.55597 2.76238 -2.78299
H 3.51684 2.59313 -0.76790
H 3.21664 0.98302 -0.11537
H 3.87214 3.52366 1.57100
H 2.78755 4.37570 3.62982
H 0.40512 3.85412 4.06988
H -0.87998 2.49257 2.47309
S 1.52954 -1.15410 0.62037
C 1.15521 -2.65522 1.23134
N 1.36132 -3.07438 2.49229
C 1.14040 -4.50912 2.66470
C 0.47715 -4.90325 1.32457
N 0.55277 -3.65768 0.56195
H 1.94767 -2.52619 3.09686
H 0.48991 -4.70790 3.51264
H 2.07963 -5.03785 2.82057
H -0.55477 -5.22048 1.45791
H 1.02156 -5.70307 0.82809
H 0.49158 -3.61193 -0.44088

- Charge: 0
- 2S+1: 5
- LUMO (spin up / spin down): 0.20 / 0.20 eV



<ii>
Formula: C14H25CrN3O7P2S
Source: the OMol25 dataset
Level of theory: wB97M-V/def2-TZVPD

Geometry (Å):
Cr -0.02990 -0.09679 0.27404
C 3.00004 2.88423 -0.54208
C 2.46413 2.71327 0.87430
O 3.10121 3.60429 1.78981
P 2.69906 1.01123 1.46190
O 4.26845 0.82661 1.53555
O 2.28306 0.96036 2.98200
O 2.05678 0.00300 0.57162
P 0.64704 3.12811 0.85616
O 0.27990 3.03642 2.44844
O 0.43083 4.49817 0.37578
O 0.01482 1.93656 0.19152
H 4.07403 2.67965 -0.57007
H 2.81375 3.91128 -0.85309
H 2.50104 2.20497 -1.23246
H 4.04691 3.61288 1.59808
H 4.56845 -0.07760 1.39655
H 1.42159 1.37221 3.18084
H 0.40985 3.92074 2.81348
C -2.97166 0.88254 0.27162
N -2.10878 -0.12801 -0.33969
C -2.03654 0.10350 -1.78778
C -2.62278 -1.48745 -0.06734
C -1.56708 -2.53040 -0.32900
C -1.93900 -3.82718 -0.66589
C -0.96429 -4.79567 -0.84856
C 0.37216 -4.45516 -0.69855
C 0.72467 -3.15212 -0.37034
C -0.22707 -2.15156 -0.17224
H -3.99065 0.81489 -0.12992
H -2.56493 1.87066 0.06336
H -2.99389 0.72912 1.34924
H -3.04261 0.09202 -2.22843
H -1.43825 -0.68030 -2.24972
H -1.57625 1.07418 -1.97314
H -3.53054 -1.66608 -0.66344
H -2.92173 -1.50805 0.98544
H -2.98549 -4.08565 -0.78799
H -1.24536 -5.80711 -1.11199
H 1.13725 -5.20825 -0.84490
H 1.77867 -2.91204 -0.26460
S -1.08632 -0.80017 2.96456
C -0.32647 -0.31435 4.36723
N 0.16801 -1.12561 5.32061
C 0.62607 -0.40666 6.49751
C 0.55126 1.06655 6.03815
N -0.07920 0.96392 4.73196
H -0.00313 -2.11429 5.27409
H 1.64687 -0.68979 6.75465
H -0.01939 -0.60115 7.35746
H 1.54835 1.50408 5.95030
H -0.04081 1.67936 6.71926
H -0.50061 1.71497 4.21160

- Charge: 0
- 2S+1: 5
- LUMO (spin up / spin down): 0.24 / 0.23 eV



The least stable of them is <i>.